Run A
9
Properties=species:S:1:pos:R:3 method="wB97M-V/def2-TZVPD" multiplicity=1 e_homo_ev=-9.61 gap_ev=8.8675
C -0.820 -1.443 1.479
C -0.548 -0.537 0.723
C -0.193 0.520 -0.188
C -1.070 1.662 -0.254
N -1.795 2.559 -0.296
N 0.848 0.541 -0.944
S 1.896 -0.783 -0.883
H -1.043 -2.238 2.157
H 2.725 -0.281 -1.793

***

Run B
9
Properties=species:S:1:pos:R:3 method="wB97M-V/def2-TZVPD" multiplicity=1 e_homo_ev=-8.97 gap_ev=8.6767
C -0.609 0.396 0.723
C -0.847 -0.943 0.767
C 0.347 0.652 -0.275
C 0.792 -0.482 -0.946
N 1.104 1.621 -0.947
N 1.741 0.996 -1.746
S 0.071 -1.897 -0.363
H -1.080 1.112 1.369
H -1.520 -1.455 1.418

***

Pick run A: it beats the second-best structure by 42.0 kcal/mol.